Entry from the Open Molecules 2025 dataset: a cluster of 2 separate species, C3H13N2O in total in a non-equilibrium geometry (the ωB97M-V functional and the def2-TZVPD basis).

Summary:
ΔE to the lowest compared entry with this formula, charge and spin	232.8	kJ/mol
M	93.150	u
orbital gap	9.88	eV
HOMO energy	-13.4	eV
LUMO	-3.5245	eV
total energy	-8341.570	eV
total charge	+1
multiplicity	1

Geometry (Å):
N -0.964 -1.071 -0.931
C 0.332 -1.737 -0.375
C 1.372 -0.684 -0.006
N 0.745 0.591 -0.015
C 0.906 1.172 1.272
H -1.007 -0.260 -0.252
H -0.933 -0.648 -1.895
H -1.667 -1.735 -0.679
H -0.041 -2.446 0.393
H 0.550 -2.429 -1.285
H 1.923 -0.996 0.894
H 2.318 -0.750 -0.756
H 1.038 1.279 -0.784
H 0.690 0.520 2.191
H 0.154 2.031 1.406
H 1.880 1.576 1.359
H -2.620 1.822 0.596
H -2.620 1.721 -0.953
O -2.057 2.045 -0.180

Here are the Mulliken charges for atoms 1 to 4, given in e: atom 1 (N): -0.31, atom 2 (C): -0.57, atom 3 (C): -0.36, atom 4 (N): -0.33

***

Entry from the Open Molecules 2025 dataset: a cluster of 2 separate species, C3H6Br2O2 in total in a non-equilibrium geometry (the ωB97M-V functional and the def2-TZVPD basis).

Summary:
ΔE to the lowest compared entry with this formula, charge and spin	197.2	kJ/mol
M	233.887	u
orbital gap (spin up / spin down)	6.73 / 6.73	eV
HOMO energy (spin up / spin down)	-8.3 / -8.3	eV
LUMO (spin up / spin down)	-1.6185 / -1.6181	eV
total energy	-147386.434	eV
multiplicity	1

Geometry (Å):
C 0.533 -1.560 0.204
C 0.475 -0.047 0.695
C -0.343 0.641 -0.365
O -0.471 1.946 -0.321
O -0.542 0.018 -1.540
Br 2.282 0.915 0.569
Br -3.058 0.506 0.664
H 0.628 -1.542 -0.857
H -0.371 -2.049 0.474
H 1.294 -2.257 0.548
H 0.189 0.185 1.827
H 0.104 2.535 0.231
H -0.720 0.708 -2.129

Here are the Mulliken charges for atoms 1 to 4, given in e: atom 1 (C): -1.12, atom 2 (C): 0.06, atom 3 (C): 0.38, atom 4 (O): -0.41

***

Entry from the Open Molecules 2025 dataset: a cluster of 2 separate species, C4H7N4O in total in a non-equilibrium geometry (the ωB97M-V functional and the def2-TZVPD basis).

Summary:
ΔE to the lowest compared entry with this formula, charge and spin	426.5	kJ/mol
M	127.127	u
orbital gap (spin up / spin down)	5.04 / 5.03	eV
HOMO energy (spin up / spin down)	-12.8 / -12.8	eV
LUMO (spin up / spin down)	-7.7472 / -7.7477	eV
total energy	-12257.259	eV
total charge	+1
multiplicity	1

Geometry (Å):
C 0.266 -0.991 2.124
C -0.376 -0.047 -0.429
C 1.232 -0.167 1.341
C 0.494 0.787 0.419
N -0.835 -1.339 1.565
N -0.722 0.320 -1.626
N -1.062 -1.008 0.249
N -0.850 1.299 -3.891
O -0.058 2.041 -4.084
H 0.576 -1.225 3.166
H 1.908 0.245 2.137
H 1.640 -0.850 0.570
H 1.065 1.422 -0.285
H -0.219 1.358 0.993
H -1.401 -0.153 -2.030
H -1.658 -1.692 -0.220

Here are the Mulliken charges for atoms 1 to 4, given in e: atom 1 (C): 0.01, atom 2 (C): 0.30, atom 3 (C): -0.50, atom 4 (C): -0.45

***

Entry from the Open Molecules 2025 dataset: a structure of composition C21H27NO4P2PbS in a non-equilibrium geometry (the ωB97M-V functional and the def2-TZVPD basis).

Summary:
ΔE to the lowest compared entry with this formula, charge and spin	173.9	kJ/mol
M	658.665	u
orbital gap (spin up / spin down)	5.38 / 5.73	eV
HOMO energy (spin up / spin down)	-13.4 / -13.6	eV
LUMO (spin up / spin down)	-8.0166 / -7.8526	eV
total energy	-66538.822	eV
total charge	+2
multiplicity	1

Geometry (Å):
C 2.414 -0.250 -4.311
C 1.819 0.272 -3.177
C 0.398 0.373 -3.159
C -0.399 -0.183 -4.171
C 0.233 -0.681 -5.309
C 1.626 -0.713 -5.368
C -1.890 -0.127 -3.967
C -2.337 1.099 -3.218
C -1.454 1.598 -2.245
C -1.812 2.670 -1.376
C -3.011 3.316 -1.617
C -3.852 2.886 -2.648
C -3.527 1.790 -3.448
H 3.504 -0.292 -4.353
H -0.397 -1.007 -6.136
H 2.112 -1.110 -6.251
H -2.397 -0.192 -4.924
H -3.271 4.172 -0.989
H -4.782 3.413 -2.822
H -4.159 1.458 -4.273
N -0.201 1.042 -2.116
Pb -0.023 -0.102 -0.045
C 2.666 0.821 -2.035
H 2.368 1.852 -1.778
H 3.737 0.795 -2.280
C -0.817 3.223 -0.356
H 0.167 3.394 -0.838
H -1.199 4.139 0.125
P 2.553 -0.178 -0.522
P -0.455 2.179 1.090
C -1.873 2.030 2.184
H -1.603 1.370 3.034
H -2.057 3.069 2.513
H -2.732 1.606 1.625
C 0.993 2.817 1.960
H 0.614 3.736 2.446
H 1.333 2.072 2.709
H 1.805 3.031 1.234
C 2.976 -1.877 -0.948
H 3.954 -1.813 -1.451
H 3.041 -2.470 -0.018
H 2.213 -2.314 -1.615
C 3.668 0.431 0.753
H 3.444 -0.093 1.701
H 4.672 0.167 0.380
H 3.540 1.523 0.873
C 0.159 -1.031 1.914
O 0.174 -1.620 2.910
H -2.168 -1.007 -3.354
C -2.219 -2.992 0.868
S -2.377 -2.158 -0.683
O -2.934 -3.002 -1.717
O -2.906 -0.834 -0.345
O -0.892 -1.923 -1.068
H -2.991 -3.740 0.818
H -2.427 -2.390 1.745
H -1.279 -3.509 1.016

Here are the Mulliken charges for atoms 1 to 4, given in e: atom 1 (C): -0.97, atom 2 (C): 0.48, atom 3 (C): 0.71, atom 4 (C): 0.28

***

Q: Which of these has the lowest total energy?
A: C3H6Br2O2